ORCA calculation (ωB97M-V/def2-TZVPD) on a 2-piece molecular cluster, C2 overall in a non-equilibrium geometry.

The total energy is -2058.4975 eV. The calculation puts the maximum force at 0.100 hartree/bohr. For the energy above the lowest of the compared OMol25 structures with the same formula, charge and spin, the calculation gives 601.53 kJ/mol.

Geometry (Å):
C (0.43413, -0.87910, 0.71082)
C (-0.43413, 0.87910, -0.71082)